Record 1
Density functional theory data (wB97M-V/def2-TZVPD) for a molecular structure, C14H23GdI2NO3S2Sc.

Cartesian coordinates (Å):
1 I -0.027 -3.796 0.165
2 I 0.127 -0.402 -4.882
3 Sc 0.266 0.746 -2.421
4 Gd 0.209 -0.833 0.743
5 S 1.766 -1.025 -1.440
6 S -1.546 -0.596 -1.233
7 C 1.890 0.880 1.705
8 C 3.611 -1.153 -1.590
9 C -3.355 -0.171 -0.932
10 C 3.986 -0.957 -3.053
11 C 4.188 -0.059 -0.712
12 C 3.989 -2.546 -1.099
13 C -4.063 -0.279 -2.286
14 C -3.409 1.235 -0.343
15 C -3.861 -1.221 0.062
16 C 1.832 2.285 -1.757
17 C -0.645 2.817 -1.853
18 O 2.660 1.597 2.171
19 O 2.518 3.150 -1.408
20 O -0.984 3.860 -1.472
21 H 3.647 0.012 -3.431
22 H 3.526 -1.722 -3.688
23 H 5.077 -1.006 -3.170
24 H 3.787 0.913 -1.004
25 H 5.278 -0.045 -0.827
26 H 3.932 -0.210 0.340
27 H 3.664 -2.722 -0.068
28 H 5.077 -2.677 -1.135
29 H 3.531 -3.328 -1.714
30 H -5.138 -0.073 -2.159
31 H -3.939 -1.293 -2.696
32 H -3.649 0.442 -3.009
33 H -4.463 1.510 -0.169
34 H -2.939 1.957 -1.026
35 H -2.874 1.263 0.621
36 H -4.934 -1.065 0.266
37 H -3.311 -1.148 1.016
38 H -3.714 -2.231 -0.346
39 C -0.827 0.900 5.781
40 C -1.869 1.045 4.667
41 C -1.398 0.595 3.387
42 N -0.989 0.223 2.360
43 H -0.405 -0.107 5.798
44 H -1.288 1.085 6.746
45 H -0.007 1.608 5.654
46 H -2.761 0.442 4.913
47 H -2.166 2.098 4.531

* DFT total energy: -3744.26557 Ha
* E_HOMO (spin up / spin down): -21.81 / -21.66 eV
* total charge: +4
* maximum force: 6.84 eV/A
* orbital gap (spin up / spin down): 0.2589 / 0.1948 Ha
* multiplicity: 8



Record 2
Density functional theory data (wB97M-V/def2-TZVPD) for a molecular structure, C14H23InO10.

Cartesian coordinates (Å):
1 In -1.607 -1.329 1.088
2 C -1.406 2.121 -2.835
3 C -0.559 1.079 -2.170
4 O -1.077 0.313 -1.330
5 H -1.848 2.690 -2.010
6 H -2.201 1.681 -3.436
7 H -0.764 2.756 -3.444
8 H 0.451 1.337 -1.688
9 H -0.060 0.332 -2.909
10 C -6.196 1.690 -2.949
11 C -5.912 2.136 -1.513
12 C -6.887 1.603 -0.456
13 O -6.128 0.558 0.167
14 C -4.836 0.735 -0.081
15 O -3.960 0.190 0.542
16 O -4.637 1.626 -1.058
17 H -5.260 1.502 -3.476
18 H -6.782 2.446 -3.461
19 H -6.703 0.722 -2.949
20 H -5.899 3.223 -1.548
21 H -7.747 1.129 -0.921
22 H -7.207 2.377 0.236
23 C 4.654 1.079 1.752
24 C 3.465 1.282 2.643
25 C 2.812 2.688 2.595
26 O 1.495 2.469 2.074
27 C 1.259 1.155 2.026
28 O 0.162 0.705 1.799
29 O 2.370 0.458 2.155
30 H 5.084 0.099 1.963
31 H 5.440 1.810 1.938
32 H 4.386 1.120 0.697
33 H 3.671 1.043 3.683
34 H 3.332 3.399 1.955
35 H 2.724 3.131 3.585
36 C 4.048 -5.537 0.308
37 C 3.545 -4.292 1.001
38 C 4.313 -3.002 0.686
39 O 3.267 -2.025 0.561
40 C 2.093 -2.656 0.426
41 O 1.044 -2.093 0.242
42 O 2.260 -3.969 0.404
43 H 3.417 -6.387 0.559
44 H 5.096 -5.734 0.525
45 H 3.970 -5.399 -0.773
46 H 3.451 -4.444 2.076
47 H 4.923 -3.066 -0.213
48 H 4.943 -2.748 1.536

* DFT total energy: -1489.09724 Ha
* E_HOMO: -16.04 eV
* energy above the lowest of the compared OMol25 structures with the same formula, charge and spin: 0.1 kcal per mole
* total charge: +2
* maximum force: 2.63 eV/A
* orbital gap: 0.1416 Ha